Record 1
Computed, not measured: a cluster of 3 separate species, C2H9NS in total, with ωB97M-V with the def2-TZVPD basis set.

Calculated values
Relative energy (zero: lowest compared OMol25 entry of this formula, charge and spin) in kcal/mol: 40.1
LUMO energy in eV: 0.974
E_HOMO in eV: -9.07

Geometry as ORCA input:
```
! RIJCOSX wB97M-V def2-TZVPD def2/J DEFGRID3
* xyz 0 1
H -4.0133 0.2465 -3.6679
H -3.6051 -0.3421 -3.4723
C -0.2741 0.7275 -0.7017
C 0.5178 -0.3050 -1.3955
S -0.5987 -0.9433 -0.1463
H 0.2545 1.4720 -0.1200
H -1.0189 1.2410 -1.3015
H 1.5472 -0.3910 -1.0572
H 0.5442 -0.4484 -2.4668
N 1.4342 1.1864 2.7587
H 1.8642 1.8885 2.1727
H 0.9573 0.4906 2.2017
H 2.1640 0.7161 3.2775
*
```

Record 2
Computed, not measured: the molecule C2H4Cl2S, with ωB97M-V with the def2-TZVPD basis set.

Calculated values
Relative energy (zero: lowest compared OMol25 entry of this formula, charge and spin) in kcal/mol: 49.9
LUMO energy in eV: -0.550
E_HOMO in eV: -8.88

Geometry as ORCA input:
```
! RIJCOSX wB97M-V def2-TZVPD def2/J DEFGRID3
* xyz 0 1
C -1.2028 -0.2407 -0.0903
C -0.8034 1.0116 -0.7763
H -1.6871 -1.0140 -0.6790
H -1.5339 -0.1718 0.9390
H -1.0138 1.1024 -1.8385
H -0.8640 1.9432 -0.2179
S 0.5769 -0.0685 -0.3425
Cl 2.5832 -1.0587 0.8077
Cl 3.9448 -1.5034 2.1978
*
```

Record 3
Computed, not measured: a structure of composition C35H33N5O4S2Ti, with ωB97M-V with the def2-TZVPD basis set.

Calculated values
Expectation value of S²: 0.75
Relative energy (zero: lowest compared OMol25 entry of this formula, charge and spin) in kcal/mol: 13.3
LUMO energy (spin up / spin down) in eV: 2.627 / 2.624
E_HOMO (spin up / spin down) in eV: -3.56 / -5.05

Geometry as ORCA input:
```
! RIJCOSX wB97M-V def2-TZVPD def2/J DEFGRID3
* xyz -1 2
Ti -0.2029 -0.2280 -1.0172
C -1.5768 3.3653 1.3862
C -1.2505 2.4299 0.2541
N -1.0970 1.1626 0.4307
N -1.1875 0.7824 1.7880
C -1.2914 -0.4931 1.9489
S -1.3818 -1.6981 0.7282
S -1.4166 -0.9532 3.6865
C -3.2100 -1.2493 3.6113
C -3.9967 0.0243 3.4820
C -4.2572 0.8352 4.5839
C -4.9154 2.0463 4.4325
C -5.3180 2.4683 3.1679
C -5.0538 1.6708 2.0640
C -4.3978 0.4551 2.2219
C -1.0816 3.0301 -1.0885
C -1.0251 4.4220 -1.2245
C -0.8401 5.0341 -2.4487
C -0.7094 4.2384 -3.5897
C -0.7705 2.8672 -3.4926
C -0.9549 2.2390 -2.2466
O -1.0330 0.9337 -2.1961
H -1.9401 2.8186 2.2460
H -2.3181 4.1003 1.0735
H -0.6647 3.8958 1.6764
H -3.4569 -1.8058 4.5155
H -3.3695 -1.8903 2.7441
H -3.9244 0.5164 5.5670
H -5.1067 2.6685 5.2987
H -5.8265 3.4170 3.0464
H -5.3485 1.9969 1.0737
H -4.1733 -0.1606 1.3561
H -1.1065 5.0411 -0.3412
H -0.7924 6.1131 -2.5179
H -0.5553 4.7014 -4.5581
H -0.6675 2.2276 -4.3606
C 3.3106 0.3958 -3.5713
C 3.1474 -0.5604 -4.5540
C 2.0572 -1.4030 -4.5026
C 1.1435 -1.3012 -3.4510
N 1.3443 -0.4055 -2.4730
C 2.3794 0.4322 -2.5514
C -0.1256 -2.0562 -3.3811
C -0.4883 -2.9575 -4.3860
C -1.7504 -3.5208 -4.3850
C -2.6435 -3.1701 -3.3745
C -2.2520 -2.3061 -2.3644
C -0.9728 -1.7274 -2.3129
H 4.1326 1.0976 -3.5824
H 3.8537 -0.6327 -5.3732
H 1.8951 -2.1334 -5.2818
H 2.4473 1.1738 -1.7648
H 0.1995 -3.2204 -5.1834
H -2.0404 -4.2138 -5.1654
H -3.6477 -3.5825 -3.3781
H -2.9643 -2.0728 -1.5818
C 3.0396 -2.2000 4.0815
C 2.2266 -1.8736 2.8312
C 3.0668 -1.5948 1.5449
C 3.9726 -2.7724 1.1987
C 4.6770 -2.6160 -0.1486
C 3.8806 -0.3535 1.8113
O 5.0057 -0.3668 2.2734
N 3.2245 0.8211 1.5614
C 2.0813 0.9779 0.7542
O 1.7559 2.1225 0.4743
N 1.4470 -0.1346 0.2962
C 1.9925 -1.3831 0.4822
O 1.5818 -2.3292 -0.1697
H 2.3925 -2.1503 4.9595
H 3.8652 -1.4998 4.2270
H 3.4608 -3.2065 4.0345
H 1.5898 -1.0044 3.0187
H 1.5556 -2.7006 2.5863
H 3.3594 -3.6750 1.2005
H 4.7204 -2.8603 1.9866
H 3.9554 -2.6017 -0.9660
H 5.3686 -3.4437 -0.3207
H 5.2605 -1.6913 -0.1774
H 3.7129 1.6778 1.7762
*
```

Record 4
Computed, not measured: the molecule C4H8N2O, with ωB97M-V with the def2-TZVPD basis set.

Calculated values
Relative energy (zero: lowest compared OMol25 entry of this formula, charge and spin) in kcal/mol: 38.5
LUMO energy in eV: 0.910
E_HOMO in eV: -8.86

Geometry as ORCA input:
```
! RIJCOSX wB97M-V def2-TZVPD def2/J DEFGRID3
* xyz 0 1
C -2.0325 -0.6123 0.1024
N -0.6756 -0.2307 -0.0595
N 0.3625 -1.1976 -0.1916
C 1.5373 -0.4381 0.3299
C 1.2798 1.0231 -0.1334
C -0.2109 1.0683 -0.0286
O -0.9284 2.0511 0.0216
H -2.5019 -1.0407 -0.7824
H -2.1742 -1.3145 0.9336
H -2.5539 0.3450 0.3051
H 0.5255 -1.3508 -1.1783
H 2.4877 -0.8235 -0.0748
H 1.5480 -0.4764 1.4260
H 1.5942 1.1916 -1.1924
H 1.7423 1.8057 0.5224
*
```

Computed values of strongest force on any atom (unit: eV/Å) for the preceding records, in sequence: 1.74; 1.64; 2.56; 1.44.